Entry 1:
C4H8O2 | wB97M-V/def2-TZVPD

Output
Strongest force on any atom in hartree/bohr: 0.095
E_LUMO in eV: 0.90
Total energy in Ha: -307.6165
Relative energy (zero: lowest compared OMol25 entry of this formula, charge and spin) in kcal per mole: 60.2
Structure (SMILES): C[C@@H](O)CC=O

CARTESIAN COORDINATES (ANGSTROEM)
C  -1.670  -1.085  0.048
C  -0.652  -0.077  -0.347
C  0.349  0.182  0.877
C  1.711  0.282  0.203
H  -2.021  -1.018  1.082
H  -1.361  -2.079  0.033
H  -2.572  -0.975  -0.620
H  0.130  -0.488  -1.008
H  -1.857  1.357  0.292
H  0.342  -0.789  1.512
H  -0.082  1.041  1.387
H  2.306  1.298  0.249
O  -1.224  1.291  -0.426
O  2.059  -0.561  -0.525

Force components x, y, z for each atom (eV/Å):
C -2.57 1.03 -0.52
C 1.23 1.41 3.63
C -0.20 -2.54 0.14
C -0.64 4.37 2.04
H -0.06 0.73 0.03
H 0.95 -1.69 -0.64
H 0.77 -0.29 0.59
H -1.61 0.98 -1.42
H -0.14 -0.20 0.06
H 0.23 1.70 -0.71
H 0.79 -0.12 0.42
H -0.75 -1.49 0.33
O 0.45 -1.41 -2.15
O 1.55 -2.50 -1.80

Entry 2:
C4H8O2 | wB97M-V/def2-TZVPD

Output
Strongest force on any atom in hartree/bohr: 0.010
E_LUMO in eV: 0.88
Total energy in Ha: -307.6658
Relative energy (zero: lowest compared OMol25 entry of this formula, charge and spin) in kcal per mole: 29.3
Structure (SMILES): C=CC.O=CO

CARTESIAN COORDINATES (ANGSTROEM)
C  -1.071  1.388  0.077
C  -0.358  0.458  1.014
C  -0.609  -0.843  1.129
O  1.104  -1.741  -1.122
C  1.617  -0.514  -0.969
O  1.327  0.439  -1.642
H  -0.360  2.005  -0.483
H  -1.735  2.060  0.633
H  -1.677  0.834  -0.647
H  0.429  0.900  1.626
H  -0.055  -1.482  1.811
H  -1.369  -1.330  0.520
H  0.410  -1.663  -1.799
H  2.347  -0.510  -0.149

Force components x, y, z for each atom (eV/Å):
C -0.08 0.02 -0.03
C -0.07 -0.13 0.08
C -0.02 0.16 0.05
O -0.07 0.05 -0.25
C 0.07 0.31 -0.19
O 0.16 -0.42 0.26
H -0.11 -0.10 0.11
H 0.10 -0.04 -0.06
H 0.06 0.07 0.13
H -0.15 -0.06 -0.03
H -0.08 0.14 -0.06
H 0.08 0.10 0.09
H 0.14 -0.10 0.02
H -0.04 0.01 -0.13

Entry 3:
C4H8O2 | wB97M-V/def2-TZVPD

Output
Strongest force on any atom in hartree/bohr: 0.010
E_LUMO in eV: 0.89
Total energy in Ha: -307.6825
Relative energy (zero: lowest compared OMol25 entry of this formula, charge and spin) in kcal per mole: 18.8
Structure (SMILES): CC(=O)[C@H](C)O

CARTESIAN COORDINATES (ANGSTROEM)
C  1.888  0.034  -0.229
C  0.540  0.741  -0.182
O  0.508  1.900  -0.557
C  -1.143  -1.092  -0.678
C  -0.841  0.120  0.199
O  -1.808  1.113  0.007
H  2.078  -0.670  0.584
H  2.009  -0.507  -1.178
H  2.656  0.815  -0.223
H  -1.082  -0.807  -1.733
H  -0.441  -1.907  -0.471
H  -0.890  -0.200  1.254
H  -2.161  -1.444  -0.480
H  -1.306  1.867  -0.357

Force components x, y, z for each atom (eV/Å):
C -0.07 -0.04 0.09
C -0.02 0.41 -0.18
O 0.04 -0.35 0.13
C 0.07 -0.07 -0.08
C 0.29 -0.15 -0.06
O 0.00 0.05 -0.04
H -0.23 0.04 -0.04
H -0.27 0.05 0.19
H -0.21 -0.17 0.08
H 0.02 -0.10 0.09
H -0.08 0.05 -0.09
H 0.46 0.14 -0.18
H 0.21 0.09 0.02
H -0.19 0.05 0.09

Entry 4:
C4H8O2 | wB97M-V/def2-TZVPD

Output
Strongest force on any atom in hartree/bohr: 0.068
E_LUMO in eV: 0.68
Total energy in Ha: -307.6120
Relative energy (zero: lowest compared OMol25 entry of this formula, charge and spin) in kcal per mole: 63.0
Structure (SMILES): C[C@@H](O)CC=O

CARTESIAN COORDINATES (ANGSTROEM)
C  1.169  1.248  -0.127
C  0.397  0.039  0.403
O  0.001  0.241  1.744
C  -0.820  -0.228  -0.454
C  -1.469  -1.542  -0.469
O  -2.578  -1.850  -0.823
H  2.088  1.394  0.453
H  1.453  1.119  -1.177
H  0.564  2.159  -0.041
H  1.033  -0.856  0.317
H  0.754  0.627  2.210
H  -0.299  -0.941  -1.289
H  -1.482  0.662  -0.539
H  -0.581  -2.271  -0.489

Force components x, y, z for each atom (eV/Å):
C 0.04 0.00 0.02
C 0.19 -0.24 -0.25
O 0.07 0.10 0.18
C 0.39 -0.65 -0.43
C 0.18 -1.25 0.32
O 0.16 0.18 0.44
H -0.12 -0.02 -0.09
H -0.05 -0.03 0.16
H 0.05 -0.19 -0.01
H 0.09 0.08 0.22
H -0.24 -0.09 0.02
H -0.22 3.46 -0.64
H 0.53 -0.73 -0.78
H -1.06 -0.61 0.83